# C3H8N2OS

A molecular structure, C3H8N2OS at a distorted geometry (wB97M-V/def2-TZVPD, the Open Molecules 2025 dataset).

The multiplicity is 1. For the HOMO-LUMO gap, the calculation gives 9.3 eV. As for the relative energy (zero: lowest compared OMol25 entry of this formula, charge and spin): 532.7 kJ/mol. As for the highest occupied orbital energy: -0.3245 Eh. The molecular weight comes out at 120.2 g mol⁻¹.

Geometry (Å):
C1 -1.634685 -1.004413 -0.523658
C2 -1.229766 0.362993 0.158528
C3 0.965561 -0.189433 0.954221
H1 -2.682317 -1.148054 -0.172766
H2 -1.017148 -1.784977 0.032999
H3 -1.619727 -1.077645 -1.630024
H4 -1.681797 1.286796 -0.303087
H5 -1.541181 0.144261 1.303051
H6 1.577234 1.915375 -0.683327
H7 0.366020 -0.474209 1.881442
H8 2.398729 -0.071815 -1.496452
N1 0.169178 0.584927 -0.067305
N2 2.179147 -0.372888 0.904084
O1 0.519692 1.997773 0.000066
S1 3.231057 -0.168698 -0.357765

Cartesian forces (eV/Å) of the 3 atoms listed first:
C -0.400 0.351 1.680
C -1.120 -0.387 0.014
C -3.156 2.093 -0.158

# C42H40ClF5N8O2Tl

A molecular structure, C42H40ClF5N8O2Tl at a distorted geometry (wB97M-V/def2-TZVPD, the Open Molecules 2025 dataset).

The multiplicity is 1. For the HOMO-LUMO gap, the calculation gives 5.0 eV. As for the relative energy (zero: lowest compared OMol25 entry of this formula, charge and spin): 24.9 kJ/mol. As for the highest occupied orbital energy: -0.1055 Eh. The molecular weight comes out at 1023.7 g mol⁻¹. As for the charge: -1.

Geometry (Å):
Tl1 1.351329 -1.357998 -0.397356
C1 5.498086 -4.423103 -1.066317
C2 5.219108 -5.368383 0.040526
C3 4.456885 -4.993148 1.100557
C4 3.708971 -3.781661 1.170362
N1 3.586528 -3.063246 -0.074643
C5 4.826030 -3.015268 -0.909316
N2 3.202560 -3.397035 2.328555
C6 2.577089 -2.312574 2.683374
N3 2.251119 -1.179598 1.916781
C7 1.648318 -0.294876 2.710900
N4 1.199353 0.957613 2.469115
C8 1.396194 1.643070 1.345378
C9 1.052129 3.036574 1.381963
C10 1.233929 3.835057 0.290551
C11 1.761854 3.282775 -0.892047
C12 2.053496 1.939157 -0.879283
N5 1.870528 1.124863 0.174633
C13 1.527598 -0.838199 4.066668
C14 0.973417 -0.320163 5.232616
C15 1.015442 -1.097919 6.376856
C16 1.613061 -2.369538 6.353829
C17 2.167334 -2.883762 5.195902
C18 2.109816 -2.107289 4.038962
H1 6.565353 -4.336845 -1.279614
H2 5.744680 -6.315440 0.044758
H3 4.399811 -5.631763 1.974878
H4 5.453185 -2.138714 -0.773897
H5 0.665705 3.422465 2.316523
H6 0.980454 4.889309 0.341388
H7 1.939565 3.878696 -1.776687
H8 2.438963 1.455537 -1.770847
H9 0.527145 0.667253 5.232911
H10 0.585107 -0.727028 7.299646
H11 1.638521 -2.954969 7.266000
H12 2.631646 -3.861752 5.174942
F1 1.696886 -5.527974 -0.265208
C19 2.422747 -5.004542 -1.260060
C20 2.981013 -3.794465 -1.181286
C21 4.038921 -3.362490 -2.167854
F2 3.668776 -2.465235 -3.157742
C22 4.836226 -4.572920 -2.540442
F3 5.800370 -4.340447 -3.502416
C23 3.987659 -5.733521 -2.925310
F4 4.426997 -6.563695 -3.875615
C24 2.814452 -5.915491 -2.319942
F5 2.020611 -6.955652 -2.613477
C25 -3.199341 6.004974 0.134879
C26 -4.236764 4.969057 -0.312688
C27 -4.754914 5.381668 -1.698724
C28 -5.425551 4.984559 0.656618
C29 -3.638995 3.524395 -0.351724
O1 -4.674371 2.679445 -0.848955
C30 -3.184742 3.055238 1.058294
C31 -3.969068 1.883546 1.661342
C32 -3.446892 0.540007 1.208812
C33 -2.264774 0.047377 1.760980
C34 -1.726067 -1.162385 1.350505
C35 -2.375563 -1.886635 0.365477
Cl1 -1.683487 -3.381563 -0.196985
C36 -3.558398 -1.430920 -0.189661
C37 -4.089753 -0.221488 0.238968
C38 -2.442406 3.466380 -1.314859
N6 -2.115188 2.089629 -1.633150
C39 -1.283713 1.241319 -1.020225
N7 -1.350786 0.046972 -1.578765
C40 -2.266674 0.229259 -2.560434
N8 -2.753271 1.451144 -2.646901
H13 -3.659424 6.995666 0.125514
H14 -2.341076 6.038605 -0.539934
H15 -2.828572 5.825103 1.144886
H16 -5.362951 6.283574 -1.602476
H17 -5.374131 4.597881 -2.133390
H18 -3.944069 5.615559 -2.391231
H19 -5.904378 5.966125 0.635056
H20 -5.121333 4.787322 1.685998
H21 -6.164328 4.236959 0.365902
H22 -4.334253 2.115537 -1.557365
H23 -3.239835 3.902088 1.741806
H24 -2.130788 2.772065 1.044227
H25 -5.031556 1.983184 1.441118
H26 -3.849337 1.936131 2.746872
H27 -1.730528 0.618875 2.514090
H28 -0.806316 -1.530747 1.786998
H29 -4.054245 -2.014724 -0.954209
H30 -5.009765 0.144659 -0.200649
H31 -1.559725 3.933831 -0.882650
H32 -2.685534 3.948125 -2.258850
H33 -0.674938 1.514398 -0.172021
H34 -2.586301 -0.560422 -3.222327
C41 0.777976 -1.753711 -4.235183
C42 1.478920 -0.414205 -4.108564
O2 2.441889 -0.399419 -3.059863
H35 0.021454 -1.714066 -5.022233
H36 0.291942 -2.015953 -3.294480
H37 1.491603 -2.542687 -4.484979
H38 0.758874 0.366387 -3.857050
H39 1.952913 -0.135891 -5.056455
H40 3.053514 -1.137920 -3.180561

Cartesian forces (eV/Å) of the 3 atoms listed first:
Tl -0.103 0.136 0.086
C -0.111 -0.090 -0.075
C 0.030 -0.067 -0.086

# C16H16B2F4IrN6O9

A molecular structure, C16H16B2F4IrN6O9 at a distorted geometry (wB97M-V/def2-TZVPD, the Open Molecules 2025 dataset).

Its expectation value of S² is 0.771. The multiplicity is 2. For the HOMO-LUMO gap (spin up / spin down), the calculation gives 5.1 / 4.2 eV. As for the relative energy (zero: lowest compared OMol25 entry of this formula, charge and spin): 83.8 kJ/mol. As for the highest occupied orbital energy (spin up / spin down): -0.5693 / -0.5696 Eh. The molecular weight comes out at 726.2 g mol⁻¹. As for the charge: +2.

Geometry (Å):
Ir1 0.802091 -0.993654 -0.629941
C1 3.530509 -0.307010 2.572025
C2 2.682691 -0.296715 1.358859
N1 1.731896 -1.133040 1.116763
O1 1.471335 -2.181027 1.915054
B1 0.051261 -2.558675 2.010983
F1 -0.102341 -3.593168 2.815287
F2 -0.760947 -1.463805 2.107902
O2 -0.589157 -3.205401 0.519990
N2 -0.522566 -2.457411 -0.490967
C3 -1.331135 -2.646910 -1.570046
C4 -2.340436 -3.725809 -1.607380
C5 -1.129425 -1.700802 -2.605554
N3 -0.136820 -0.817056 -2.356425
O3 0.092990 0.143037 -3.154487
B2 1.667531 0.826394 -3.099389
F3 1.537920 1.823973 -3.960290
F4 2.414263 -0.266075 -3.391489
O4 2.000366 1.382612 -1.754372
N4 2.116711 0.495016 -0.755503
C6 2.867924 0.713671 0.267958
C7 3.803768 1.855355 0.402082
C8 -1.907624 -1.613528 -3.858431
H1 3.201603 -1.076880 3.263836
H2 3.490570 0.670420 3.055864
H3 4.570000 -0.493211 2.292810
H4 -2.323065 -4.311769 -0.693651
H5 -2.156238 -4.380599 -2.462248
H6 -3.330826 -3.282007 -1.735639
H7 3.803536 2.459257 -0.500452
H8 4.811201 1.478590 0.589369
H9 3.522393 2.476719 1.254826
H10 -2.694837 -2.359473 -3.892013
H11 -1.240674 -1.747479 -4.714520
H12 -2.343356 -0.615839 -3.947223
O5 3.542535 -3.433460 -2.751121
C9 2.812497 -2.841884 -2.074131
N5 2.057741 -2.244066 -1.353790
O6 -2.381411 -0.316820 -0.335772
C10 -1.633797 0.449863 0.225197
O7 -0.331702 0.438883 0.160230
C11 -2.162336 1.555244 1.095237
C12 -3.457958 1.427238 1.646803
C13 -3.947522 2.411414 2.456296
C14 -3.152511 3.565832 2.728608
C15 -1.867097 3.675183 2.164994
C16 -1.361928 2.717144 1.353884
N6 -1.048872 4.874108 2.475829
O8 0.089007 4.858972 2.068384
O9 -1.565135 5.702679 3.182515
H13 -4.027460 0.537465 1.413696
H14 -4.930095 2.338784 2.902650
H15 -3.515689 4.367859 3.361527
H16 -0.379379 2.817860 0.915377

Cartesian forces (eV/Å) of the 3 atoms listed first:
Ir -0.719 -0.858 -1.236
C -0.053 -0.072 -0.007
C 0.033 -0.084 -0.047

# C4H10N2O

A single C4H10N2O molecule at a distorted geometry (wB97M-V/def2-TZVPD, the Open Molecules 2025 dataset).

As for the SMILES: CNC(=O)N(C)C. The multiplicity is 1. For the HOMO-LUMO gap, the calculation gives 9.7 eV. As for the relative energy (zero: lowest compared OMol25 entry of this formula, charge and spin): 310.9 kJ/mol. As for the highest occupied orbital energy: -0.3271 Eh. The molecular weight comes out at 102.1 g mol⁻¹.

Geometry (Å):
C1 -2.394483 0.756648 -0.807317
N1 -1.423394 0.153831 0.094336
C2 -0.125055 0.110676 -0.358967
O1 0.123288 0.384015 -1.529814
N2 0.924013 -0.247275 0.405607
C3 2.203117 -0.165286 -0.889118
C4 0.722727 -0.771325 1.802618
H1 -2.273587 1.844441 -0.901078
H2 -2.272579 0.323266 -1.802327
H3 -3.401742 0.537829 -0.443949
H4 -1.581409 0.291878 1.078161
H5 2.632628 0.818222 -0.702951
H6 2.091019 -0.250307 -2.011581
H7 2.765542 -1.008898 -0.545107
H8 -0.094128 -1.520525 1.878710
H9 1.625857 -1.263166 2.169104
H10 0.478185 0.005976 2.563674

Cartesian forces (eV/Å) of the 3 atoms listed first:
C -0.217 0.023 -0.036
N 0.119 0.019 0.168
C -0.104 0.163 -0.333

# C3H13N2

2 unconnected molecules or ions with the total composition C3H13N2 (wB97M-V/def2-TZVPD, the Open Molecules 2025 dataset).

The multiplicity is 1. For the HOMO-LUMO gap, the calculation gives 12.5 eV. As for the relative energy (zero: lowest compared OMol25 entry of this formula, charge and spin): 38.3 kJ/mol. As for the highest occupied orbital energy: -0.5662 Eh. The molecular weight comes out at 77.2 g mol⁻¹. As for the charge: +1.

Geometry (Å):
C1 1.502780 -0.536041 -0.402181
N1 0.129199 0.038243 -0.362519
C2 0.122587 1.485672 -0.668959
C3 -0.772999 -0.699401 -1.299970
H1 2.200426 0.158308 0.059550
H2 1.785439 -0.699694 -1.440859
H3 1.512136 -1.485379 0.130601
H4 -0.901076 1.846727 -0.655052
H5 0.725163 2.009212 0.062056
H6 0.542651 1.628304 -1.661475
H7 -1.786167 -0.323373 -1.176907
H8 -0.746709 -1.754145 -1.035741
H9 -0.438341 -0.548503 -2.321139
N2 -0.835632 -0.277926 2.302747
H10 -0.258018 -0.123842 0.596981
H11 -1.759009 -0.708036 2.240875
H12 -0.301103 -0.902487 2.899827
H13 -0.976168 0.543736 2.884384

Cartesian forces (eV/Å) of the 3 atoms listed first:
C 0.047 0.020 -0.033
N -0.115 -0.454 -0.584
C -0.003 -0.020 -0.083

# C31H28NO2S

2 unconnected molecules or ions with the total composition C31H28NO2S at a distorted geometry (wB97M-V/def2-TZVPD, the Open Molecules 2025 dataset).

The multiplicity is 1. For the HOMO-LUMO gap, the calculation gives 3.8 eV. As for the highest occupied orbital energy: -0.3208 Eh. The molecular weight comes out at 478.6 g mol⁻¹. As for the charge: +1.

Geometry (Å):
C1 6.314594 4.970640 -0.462332
O1 5.939667 3.578321 -0.310824
C2 4.670697 3.144006 -0.509989
C3 4.434845 1.768612 -0.235983
C4 3.155171 1.281796 -0.189017
C5 2.022283 2.123441 -0.424558
C6 0.717612 1.598987 -0.182546
C7 -0.486073 2.366299 -0.154339
C8 -1.755909 1.752491 -0.415313
C9 -2.901624 2.528818 -0.457982
C10 -2.807234 3.931496 -0.246366
O2 -3.991235 4.595137 -0.342348
C11 -5.035593 3.584513 -0.637927
C12 -4.344527 2.215091 -0.714173
C13 -1.591790 4.554153 0.081376
C14 -0.472909 3.763173 0.178661
C15 2.306021 3.445375 -0.901075
C16 3.585937 3.970233 -0.897133
H1 7.391484 4.978222 -0.284349
H2 6.106521 5.331643 -1.477385
H3 5.812508 5.599648 0.282894
H4 5.296608 1.149396 -0.015583
H5 2.989362 0.236691 0.067928
H6 0.634612 0.519733 0.010978
H7 -1.799090 0.675873 -0.603698
H8 -5.781088 3.634632 0.166715
H9 -5.524069 3.874588 -1.578612
H10 -4.503295 1.758584 -1.696650
H11 -4.754330 1.531610 0.038610
H12 -1.580116 5.625724 0.257067
H13 0.453750 4.218267 0.517324
H14 1.490070 4.071110 -1.260304
H15 3.761879 5.011671 -1.174459
C17 -2.133086 -3.124680 2.680259
N1 -1.971329 -3.295335 1.240012
C18 -3.022911 -3.693437 0.425761
C19 -2.592689 -3.914228 -0.892253
C20 -3.520766 -4.281659 -1.865604
C21 -4.882018 -4.306628 -1.520541
C22 -5.301883 -4.038960 -0.205071
C23 -4.363557 -3.814230 0.804633
S1 -0.853714 -3.667583 -1.051784
C24 -0.737335 -3.180560 0.635371
C25 0.357583 -2.593348 1.259602
C26 1.718803 -2.942968 0.966319
C27 2.007827 -4.157520 0.288348
C28 3.259330 -4.357765 -0.293759
C29 4.263895 -3.388202 -0.149270
C30 4.041936 -2.271792 0.675479
C31 2.796028 -2.069428 1.270056
H16 -1.146897 -3.125467 3.154255
H17 -2.655822 -2.188046 2.922515
H18 -2.727998 -3.962256 3.072095
H19 -3.165821 -4.525080 -2.865539
H20 -5.626900 -4.526594 -2.283516
H21 -6.362958 -3.993158 0.027078
H22 -4.656548 -3.709780 1.849388
H23 0.156399 -1.829113 2.014513
H24 1.231285 -4.921470 0.208978
H25 3.460078 -5.261310 -0.870973
H26 5.205659 -3.480909 -0.695729
H27 4.850440 -1.556746 0.841652
H28 2.618199 -1.211726 1.929130

Cartesian forces (eV/Å) of the 3 atoms listed first:
C -0.183 -0.241 -0.091
O -1.147 -0.345 -0.419
C 0.513 0.418 0.616

# C9H23ClOP

A gas-phase ion, C9H23ClOP (charge -1) at a distorted geometry (wB97M-V/def2-TZVPD, the Open Molecules 2025 dataset).

The multiplicity is 1. For the HOMO-LUMO gap, the calculation gives 7.3 eV. As for the highest occupied orbital energy: -0.1444 Eh. The molecular weight comes out at 213.7 g mol⁻¹. As for the charge: -1.

Geometry (Å):
C1 -2.331355 -2.577204 1.941161
C2 -1.033365 -1.898541 1.481288
C3 -0.220578 -1.310743 2.624050
C4 0.884020 -0.326855 2.204821
C5 1.654018 -0.667706 0.929948
P1 1.811410 0.873186 -0.206517
Cl1 4.040975 0.359794 -0.666669
C6 1.228384 -0.012078 -1.812425
C7 0.472932 0.910563 -2.755027
C8 -1.030119 1.111683 -2.509092
C9 -1.445056 2.413854 -1.844680
O1 -1.685994 2.292138 -0.447507
H1 -2.214866 -3.656314 2.018829
H2 -2.634535 -2.214788 2.922813
H3 -3.151418 -2.380574 1.254860
H4 -1.260084 -1.112194 0.762708
H5 -0.431005 -2.647012 0.971844
H6 -0.918212 -0.774227 3.273141
H7 0.192784 -2.114706 3.237552
H8 1.592936 -0.255036 3.028972
H9 0.436924 0.667053 2.119222
H10 2.669155 -0.951751 1.190223
H11 1.219696 -1.502806 0.390093
H12 2.021299 2.074294 -1.004487
H13 2.298170 1.597750 0.963686
H14 0.445153 1.275631 0.086916
H15 2.115083 -0.360290 -2.334807
H16 0.596629 -0.874566 -1.592786
H17 0.575092 0.505337 -3.763594
H18 0.978150 1.881380 -2.775198
H19 -1.532784 1.069768 -3.477442
H20 -1.434573 0.290826 -1.916037
H21 -2.380458 2.779370 -2.267291
H22 -0.683627 3.172127 -2.039408
H23 -0.844783 2.362638 0.010841

Cartesian forces (eV/Å) of the 3 atoms listed first:
C 0.098 0.101 0.069
C -0.159 -0.227 0.074
C -0.055 0.214 0.085

Question: Look up the molecular weight of the seventh one.
Answer: 213.7 g mol⁻¹